1.
ORCA calculation (wB97M-V/def2-TZVPD) on a molecular structure, C17H35F2N2O16S2Zn.

The geometry in XYZ format:
```
75
Properties=species:S:1:pos:R:3:forces:R:3:lowdin_spin:R:1
Zn -3.452 -22.326 -12.813 0.17 1.48 -0.71 0.053
N -1.681 -22.167 -13.493 2.04 1.44 1.71 0.118
S -0.940 -22.228 -14.908 2.61 0.40 -2.44 0.159
O -0.352 -23.511 -15.282 0.08 0.80 0.37 0.052
O -0.459 -20.968 -15.564 -1.86 -2.28 0.33 0.120
F -2.367 -22.514 -15.555 -1.53 0.04 -1.98 0.009
S -0.223 -21.529 -12.850 0.53 -0.41 0.21 0.152
O -0.015 -20.108 -12.971 -0.35 -0.27 0.33 0.053
O 0.862 -22.466 -12.724 0.46 -0.09 0.28 0.115
F -0.739 -21.630 -11.311 -0.68 0.15 0.54 0.006
C -3.951 -25.173 -14.079 0.82 0.25 -0.91 0.007
O -3.515 -24.294 -12.995 -1.81 -2.23 -0.18 0.032
C -3.017 -25.017 -11.825 1.38 1.09 -1.94 0.007
C -3.298 -24.207 -10.623 -0.57 -1.83 2.08 0.004
O -3.159 -22.849 -10.838 -0.37 0.94 -0.58 0.018
C -3.366 -21.938 -9.769 -1.27 0.89 0.36 0.003
C -3.522 -20.425 -10.310 1.70 -1.34 -0.62 0.004
O -3.202 -20.416 -11.724 -0.89 -0.57 1.01 0.022
C -3.065 -19.114 -12.249 0.45 0.98 -0.28 0.004
H -3.200 -25.958 -14.160 -0.23 -0.16 0.04 0.001
H -3.927 -24.650 -15.035 0.42 0.52 0.26 0.001
H -4.968 -25.564 -14.080 -0.04 -0.02 1.11 0.001
H -1.935 -24.985 -11.954 0.17 -0.45 -0.25 0.001
H -3.369 -26.048 -11.791 -0.21 0.26 0.14 0.001
H -2.579 -24.575 -9.890 0.24 0.27 0.35 0.001
H -4.258 -24.533 -10.224 -0.59 0.75 0.12 0.001
H -2.637 -22.106 -8.976 0.73 0.52 -0.50 0.000
H -4.285 -22.179 -9.235 -0.49 -0.21 -0.30 0.001
H -2.760 -19.849 -9.785 -0.06 0.21 -0.02 0.000
H -4.495 -19.946 -10.205 -0.19 -0.47 0.38 0.001
H -2.106 -18.676 -11.972 0.28 -0.34 -0.07 0.001
H -3.803 -18.411 -11.861 -0.54 -0.24 0.05 0.000
H -3.139 -19.156 -13.336 0.05 -0.20 0.17 0.001
C -4.176 -19.005 -16.684 -0.83 0.25 0.74 0.001
O -4.923 -20.267 -16.754 0.59 -0.01 1.30 0.002
C -4.926 -21.148 -15.689 1.88 1.49 -1.33 0.004
O -4.166 -21.061 -14.713 -2.74 -0.10 -1.17 0.030
O -5.741 -22.142 -15.977 1.10 -0.22 2.92 0.002
C -6.436 -22.292 -17.164 -1.02 0.57 -1.67 0.000
H -3.304 -19.016 -16.031 0.22 -0.64 -0.47 0.001
H -4.820 -18.240 -16.249 -0.37 -0.17 0.16 0.000
H -4.004 -18.636 -17.696 0.33 -0.68 0.03 0.000
H -6.989 -21.394 -17.442 0.04 0.17 0.21 0.000
H -7.181 -23.069 -16.993 0.44 -0.19 -0.15 0.000
H -5.753 -22.482 -17.992 -0.08 -0.43 0.09 0.000
C -1.700 -20.894 -18.859 0.48 0.04 -0.72 0.002
O -1.253 -21.063 -20.231 -0.59 -0.55 -1.40 0.000
C -0.513 -22.111 -20.681 1.96 1.12 2.33 0.000
O -0.139 -23.036 -19.972 -0.94 0.83 -1.78 0.000
O -0.001 -21.723 -21.894 -0.33 -0.40 -0.04 0.000
C 1.263 -22.306 -22.294 0.12 -0.81 0.75 0.000
H -0.785 -20.691 -18.302 -0.45 -0.50 0.64 0.002
H -2.371 -21.678 -18.510 0.66 -0.39 0.11 0.000
H -2.315 -19.994 -18.868 0.23 0.09 -0.28 0.000
H 2.011 -22.056 -21.542 -0.09 -0.31 0.19 0.000
H 1.701 -21.972 -23.235 -1.05 0.80 -0.12 0.000
H 1.166 -23.384 -22.424 -0.01 -0.04 0.42 0.000
C 1.340 -22.547 -8.596 -0.24 0.28 0.72 0.000
O 2.492 -21.999 -9.197 0.02 1.26 -0.54 0.001
C 2.370 -20.748 -9.774 -4.00 -0.78 -0.45 0.001
O 1.350 -20.049 -9.847 2.26 -1.48 0.98 0.001
O 3.455 -20.572 -10.425 2.47 -1.24 -0.55 0.000
C 3.541 -19.642 -11.450 -0.70 2.65 -0.49 0.000
H 0.425 -22.299 -9.134 0.12 0.13 -0.05 0.000
H 1.320 -22.161 -7.577 -0.48 -0.04 0.14 0.000
H 1.449 -23.630 -8.534 0.25 0.09 -0.25 0.000
H 2.713 -19.595 -12.157 -0.34 -0.83 0.20 0.000
H 4.454 -19.706 -12.042 0.12 -0.48 0.63 0.000
H 3.470 -18.679 -10.945 0.43 0.44 -0.33 0.000
C -1.422 -25.949 -17.766 0.10 0.69 0.46 0.001
C -2.879 -26.085 -17.743 -3.35 -0.42 -1.08 0.000
N -4.054 -26.201 -17.826 3.72 0.43 0.59 0.000
H -1.034 -25.309 -18.559 -0.49 -0.21 -0.52 0.000
H -0.909 -26.911 -17.789 -0.16 0.10 0.17 0.000
H -1.149 -25.338 -16.906 0.23 -0.34 0.50 0.001
```
Forces are in eV/Å.

Highest occupied orbital energy (spin up / spin down), eV: -4.5418 / -8.6967
Charge: 0
HOMO-LUMO gap (spin up / spin down), eV: 3.978 / 8.048
⟨S²⟩: 0.754
Multiplicity: 2

---

2.
ORCA calculation (wB97M-V/def2-TZVPD) on a molecular structure, C17H35F8InN7O13S4.

The geometry in XYZ format:
```
85
Properties=species:S:1:pos:R:3:forces:R:3:mulliken_charge:R:1
In 19.788 -21.046 -7.432 -0.37 1.80 -1.52 2.153
C 20.282 -24.898 -8.950 0.21 0.47 0.00 0.565
F 21.298 -25.586 -9.446 -0.10 0.03 -0.10 -0.214
F 19.423 -25.719 -8.379 -0.28 0.15 -0.52 -0.230
F 20.751 -24.096 -7.978 0.07 0.33 0.13 -0.187
S 19.564 -23.851 -10.374 1.61 -0.10 -0.22 0.818
O 20.651 -23.222 -11.104 -1.12 -0.63 1.36 -0.519
O 18.737 -24.794 -11.063 0.01 0.35 0.55 -0.551
N 18.667 -22.694 -9.471 1.40 -1.37 0.05 -0.054
S 17.484 -22.234 -10.453 -2.29 2.98 -0.79 0.214
O 17.108 -20.869 -10.117 -0.06 -1.19 0.44 -0.498
O 17.705 -22.424 -11.867 0.02 -0.67 1.12 -0.559
C 15.999 -23.360 -9.866 1.32 -0.07 -0.18 0.587
F 15.452 -22.855 -8.774 -0.19 0.44 -0.14 -0.166
F 15.147 -23.436 -10.860 -0.30 0.19 0.00 -0.188
F 16.441 -24.571 -9.559 0.03 -0.02 -0.14 -0.214
N 21.583 -19.224 -6.311 1.15 0.90 -2.59 -0.031
S 22.219 -18.721 -4.983 0.29 -0.96 6.99 0.792
O 21.878 -17.382 -4.588 0.08 -0.47 -1.00 -0.549
O 23.538 -19.189 -4.638 -1.08 0.29 -1.01 -0.573
F 21.281 -19.630 -4.019 0.24 0.29 -0.58 -0.286
S 22.553 -18.251 -7.327 -0.47 -0.62 -5.23 0.804
O 23.976 -18.450 -7.330 -1.51 -0.28 0.82 -0.529
O 22.040 -16.958 -7.631 0.00 0.01 1.30 -0.586
F 22.028 -19.029 -8.652 0.47 -0.16 0.78 -0.161
C 15.382 -18.784 -7.210 0.10 -0.25 -0.26 -0.763
C 15.828 -20.158 -6.764 -0.22 0.59 -0.70 0.397
O 16.916 -20.621 -7.099 0.65 -0.46 0.42 -0.052
N 14.869 -20.839 -6.125 0.25 -0.49 0.81 -0.180
C 15.076 -22.056 -5.365 0.13 -0.45 -0.26 -0.961
H 14.456 -18.467 -6.735 0.07 0.10 0.05 0.529
H 15.205 -18.877 -8.283 0.02 0.18 -0.03 0.181
H 16.176 -18.058 -7.051 -0.04 -0.01 0.05 -0.154
H 14.016 -20.366 -5.877 0.10 0.27 -0.22 0.249
H 14.256 -22.733 -5.601 0.01 -0.09 0.37 0.382
H 15.146 -21.834 -4.300 -0.33 -0.08 0.02 0.376
H 16.001 -22.567 -5.626 0.03 0.28 -0.34 0.200
C 21.555 -20.012 -11.939 0.29 0.40 -1.13 -1.433
C 20.158 -20.028 -11.412 0.56 0.44 0.84 0.610
O 19.997 -20.161 -10.191 -0.91 -0.44 0.99 0.359
N 19.103 -19.745 -12.184 0.01 -0.23 -0.44 -0.051
C 19.077 -19.951 -13.630 0.17 0.37 -0.34 -1.215
H 22.211 -19.386 -11.335 -0.34 -0.07 0.40 0.195
H 21.537 -19.538 -12.921 0.25 -0.26 -0.11 0.616
H 22.019 -20.995 -11.999 -0.31 -0.12 0.00 0.220
H 18.221 -19.693 -11.693 0.05 -0.22 0.08 0.234
H 19.096 -19.007 -14.178 0.28 0.11 0.15 0.354
H 18.175 -20.443 -13.990 -0.03 -0.32 0.55 0.304
H 19.938 -20.553 -13.905 -0.14 -0.02 -0.20 0.457
C 17.473 -17.408 -9.580 -0.77 1.26 -0.76 -1.258
C 18.359 -17.369 -8.364 -0.39 -1.26 -0.55 0.422
O 18.836 -18.417 -7.915 0.82 -0.56 0.82 0.333
N 18.591 -16.179 -7.802 -0.48 0.06 0.63 -0.058
C 19.348 -15.963 -6.586 1.45 0.11 -0.11 -0.753
H 16.718 -16.621 -9.488 0.10 0.17 -0.06 0.482
H 16.885 -18.289 -9.827 0.58 -0.53 0.75 -0.123
H 18.023 -17.172 -10.493 0.30 0.07 0.17 0.426
H 18.053 -15.365 -8.051 -0.11 -0.30 -0.61 0.266
H 20.108 -15.221 -6.840 -0.19 0.30 0.37 0.329
H 19.971 -16.808 -6.308 -0.46 -0.30 -0.13 -0.069
H 18.756 -15.646 -5.730 -0.21 0.06 -0.20 0.343
C 17.515 -21.549 -2.742 0.19 0.11 -0.11 -1.568
C 18.084 -20.563 -3.753 -0.70 -0.11 0.44 0.509
O 18.707 -20.959 -4.736 0.74 -0.52 -1.14 -0.351
N 17.827 -19.279 -3.497 -0.42 0.01 0.02 -0.045
C 18.342 -18.216 -4.324 0.96 0.29 -0.38 -0.674
H 17.147 -22.435 -3.254 0.23 -0.03 -0.02 0.328
H 16.692 -21.139 -2.157 0.06 0.16 -0.04 0.464
H 18.313 -21.825 -2.052 0.00 -0.14 -0.04 0.365
H 17.377 -19.079 -2.620 0.00 0.16 -0.06 0.250
H 18.205 -18.436 -5.383 -0.06 -0.18 0.05 -0.082
H 19.414 -18.140 -4.136 -0.01 0.20 -0.20 0.314
H 17.920 -17.231 -4.141 -0.38 -0.28 0.41 0.427
C 23.883 -23.071 -10.043 -0.20 -0.08 -0.64 -1.379
C 23.375 -22.401 -8.774 1.74 -0.20 -0.77 0.719
O 22.269 -21.865 -8.711 -1.61 0.15 0.39 -0.361
N 24.298 -22.380 -7.821 -0.44 0.24 1.64 -0.177
C 24.084 -21.930 -6.448 0.08 0.66 0.15 -0.592
H 24.878 -22.736 -10.340 0.01 0.30 0.35 0.472
H 23.235 -22.890 -10.898 -0.23 -0.03 0.24 0.130
H 23.985 -24.148 -9.908 -0.27 -0.02 0.17 0.376
H 25.222 -22.758 -7.945 -0.18 -0.23 -0.64 0.255
H 23.172 -21.355 -6.307 -0.11 -0.21 -0.42 -0.155
H 24.873 -21.220 -6.199 0.08 -0.16 0.15 0.382
H 24.084 -22.759 -5.741 0.08 -0.07 -0.08 0.365
```
Forces are in eV/Å.

Energy relative to the best compared isomer or geometry (same formula, charge and spin), kJ/mol: 152.5
Highest occupied orbital energy, eV: -12.4089
Charge: +1
HOMO-LUMO gap, eV: 4.052
Multiplicity: 1

---

3.
ORCA calculation (wB97M-V/def2-TZVPD) on a molecular structure, C17H35K2O13.

The geometry in XYZ format:
```
67
Properties=species:S:1:pos:R:3:forces:R:3:lowdin_spin:R:1
K 6.088 -0.610 2.394 -0.11 0.63 -0.04 0.685
K 5.617 4.429 3.711 -0.04 -0.54 -0.70 0.204
C 5.806 2.690 0.525 0.47 -0.27 2.09 0.009
O 5.867 2.214 1.898 -0.18 0.49 -1.46 0.034
H 6.802 2.944 0.162 0.43 0.08 -0.20 0.001
H 5.372 2.038 -0.233 -0.22 -0.67 0.10 0.004
H 5.224 3.607 0.433 -0.35 0.51 0.06 0.001
C 6.904 6.399 -0.220 0.47 0.18 0.11 0.001
C 5.428 6.679 -0.404 0.59 -0.67 0.11 0.000
O 5.032 7.871 0.326 -0.39 -0.10 -0.05 0.000
C 4.613 7.834 1.589 0.73 -0.44 -0.49 0.001
O 4.726 6.863 2.337 -0.67 1.70 -0.55 0.006
O 4.120 9.088 1.824 0.99 -1.26 -0.21 0.000
C 3.357 9.244 2.980 -1.50 0.17 1.30 0.001
H 7.305 5.524 -0.731 -0.52 -0.12 -0.36 0.000
H 7.161 6.194 0.819 -0.09 0.38 0.14 0.001
H 7.462 7.251 -0.606 0.19 0.06 0.30 0.000
H 4.859 5.791 -0.125 -0.36 0.30 0.25 0.000
H 5.231 6.904 -1.452 -0.21 0.15 0.18 0.000
H 3.803 8.826 3.883 0.02 -0.38 -0.25 0.001
H 2.355 8.864 2.782 0.04 -0.64 0.28 0.000
H 3.117 10.276 3.235 0.82 0.36 -0.64 0.000
C 9.718 1.422 1.383 -0.41 0.83 0.78 0.010
C 9.523 2.334 2.604 -0.44 0.15 -1.21 0.007
O 10.460 1.956 3.612 1.63 0.32 1.46 0.006
C 11.796 2.276 3.481 -0.35 0.12 -3.51 0.001
O 12.273 2.937 2.557 -1.03 -0.70 1.84 0.000
O 12.531 1.588 4.339 -1.39 -0.52 0.87 0.001
C 13.896 1.362 4.108 1.48 0.26 0.04 0.000
H 8.810 1.399 0.781 0.16 0.52 -0.32 0.004
H 9.781 0.401 1.761 0.65 -0.03 -0.08 0.010
H 10.594 1.829 0.879 -0.08 -0.75 -0.44 0.000
H 8.483 2.243 2.919 0.21 -0.59 0.93 0.006
H 9.568 3.401 2.388 0.68 0.02 -0.32 0.001
H 14.467 2.290 4.076 -0.14 0.10 0.01 0.000
H 14.165 0.795 3.216 -0.73 0.11 -0.37 0.000
H 14.276 0.755 4.930 -0.34 0.20 0.21 0.000
C 3.680 3.327 -6.843 -0.73 -0.15 0.58 0.000
C 4.111 2.798 -5.475 1.11 0.07 -1.84 0.000
O 3.766 3.739 -4.497 -1.23 0.18 1.85 0.000
C 3.124 3.326 -3.390 -0.42 -0.66 1.91 0.000
O 2.785 2.198 -3.074 0.38 1.62 -1.09 0.001
O 2.979 4.405 -2.551 1.37 0.76 -2.70 0.000
C 2.023 4.432 -1.553 -0.53 -1.44 1.71 0.000
H 4.126 2.655 -7.577 -0.09 0.38 -0.31 0.000
H 3.915 4.383 -6.979 0.69 -0.18 -0.07 0.000
H 2.594 3.336 -6.938 -0.13 -0.48 -0.06 0.000
H 5.200 2.815 -5.505 0.17 -0.30 0.20 0.000
H 3.794 1.764 -5.337 -0.36 0.30 0.56 0.000
H 2.464 3.968 -0.671 -0.28 -0.68 0.10 0.001
H 1.133 3.896 -1.881 -0.08 0.06 0.30 0.000
H 1.775 5.407 -1.135 0.18 0.51 -1.14 0.000
C 6.819 5.023 -3.769 -1.07 0.33 0.28 0.000
C 7.259 3.632 -3.303 -0.97 1.10 0.82 0.000
O 8.607 3.437 -3.632 -1.28 -0.06 -1.45 0.000
C 9.525 3.423 -2.722 0.58 -0.34 2.78 0.000
O 9.476 3.726 -1.539 -0.38 0.09 -1.19 0.000
O 10.550 2.895 -3.321 1.74 -0.88 -0.76 0.000
C 11.778 2.662 -2.641 0.58 0.69 -0.27 0.000
H 6.858 5.261 -4.832 0.48 -0.52 -0.12 0.000
H 7.287 5.850 -3.235 0.65 -0.30 0.06 0.000
H 5.770 5.207 -3.535 -0.29 -0.46 0.13 0.000
H 6.660 2.793 -3.657 0.18 0.16 -0.80 0.000
H 7.116 3.524 -2.228 0.25 0.40 0.26 0.000
H 12.450 2.343 -3.437 -0.04 -0.21 0.18 0.000
H 11.745 1.920 -1.844 -0.40 0.07 -0.09 0.000
H 12.174 3.606 -2.266 -0.10 -0.05 0.28 0.000
```
Forces are in eV/Å.

Highest occupied orbital energy (spin up / spin down), eV: -2.7003 / -7.3200
Charge: 0
HOMO-LUMO gap (spin up / spin down), eV: 2.241 / 7.140
⟨S²⟩: 0.750
Multiplicity: 2

---

4.
ORCA calculation (wB97M-V/def2-TZVPD) on a molecular structure, C17H35LiN5O3P2.

The geometry in XYZ format:
```
63
Properties=species:S:1:pos:R:3:forces:R:3:nbo_charge:R:1
Li 0.930 -0.832 1.268 -0.02 -0.03 0.09 0.877
C -2.231 -4.292 0.794 0.01 0.00 0.00 -0.655
C -0.790 -3.867 0.744 0.00 -0.01 0.00 0.099
C -0.170 -3.540 -0.457 0.00 0.01 0.00 -0.248
C 1.160 -3.142 -0.493 -0.01 -0.01 0.01 -0.198
C 1.902 -3.083 0.681 -0.01 0.04 -0.02 -0.276
C 1.293 -3.410 1.888 -0.01 -0.01 0.00 -0.225
C -0.041 -3.792 1.916 0.01 0.00 0.00 -0.242
H -2.344 -5.221 1.355 0.00 0.00 0.00 0.231
H -2.635 -4.452 -0.205 0.00 0.00 0.00 0.213
H -2.841 -3.536 1.293 0.00 0.00 -0.01 0.222
H -0.735 -3.605 -1.381 0.01 0.00 0.00 0.205
H 1.625 -2.893 -1.439 0.00 0.00 0.00 0.218
H 2.943 -2.786 0.656 0.00 -0.02 -0.01 0.231
H 1.862 -3.378 2.808 0.00 0.00 0.00 0.224
H -0.506 -4.049 2.861 0.00 0.00 0.00 0.218
C -3.294 1.962 -1.176 -0.01 0.00 -0.01 -0.407
N -2.500 1.349 -0.120 -0.03 0.02 -0.06 -0.819
C -2.734 1.888 1.213 -0.01 -0.01 0.03 -0.404
P -1.306 0.288 -0.445 0.10 0.04 0.07 2.519
O -0.827 -0.330 0.814 0.03 -0.01 -0.02 -1.164
O -0.103 1.062 -1.212 -0.09 0.00 0.00 -1.110
P 1.416 1.313 -0.716 0.12 -0.02 -0.05 2.521
O 1.961 0.161 0.038 -0.01 0.08 -0.05 -1.160
N 2.288 1.578 -2.074 -0.05 -0.01 0.04 -0.806
C 2.882 0.454 -2.791 0.02 -0.01 -0.02 -0.408
C 2.004 2.743 -2.902 0.03 0.02 -0.02 -0.408
N 1.287 2.703 0.131 -0.04 -0.04 0.06 -0.820
C 2.463 3.143 0.876 0.03 0.01 -0.01 -0.407
C 0.235 3.699 0.010 0.01 0.01 -0.02 -0.402
N -1.833 -0.683 -1.638 -0.15 -0.02 -0.07 -0.821
C -1.291 -0.832 -2.978 0.04 -0.03 -0.01 -0.393
C -3.084 -1.400 -1.408 -0.01 -0.02 0.01 -0.407
H -3.130 3.043 -1.206 0.01 0.00 0.00 0.197
H -4.358 1.783 -1.003 0.00 0.02 0.01 0.206
H -3.029 1.549 -2.147 0.01 -0.01 0.01 0.214
H -2.533 2.962 1.236 0.00 0.00 0.00 0.187
H -2.095 1.385 1.933 0.00 -0.01 -0.01 0.238
H -3.777 1.729 1.497 0.00 0.00 0.00 0.202
H 3.094 -0.354 -2.095 0.00 0.00 0.01 0.233
H 3.818 0.779 -3.246 0.00 -0.01 0.00 0.209
H 2.226 0.083 -3.586 -0.01 0.02 0.00 0.182
H 1.701 3.584 -2.282 -0.01 0.00 0.00 0.209
H 1.216 2.544 -3.636 0.00 -0.01 0.00 0.190
H 2.909 3.030 -3.439 0.00 0.00 0.01 0.214
H 3.170 2.322 0.979 0.00 0.00 0.00 0.230
H 2.163 3.466 1.875 -0.01 0.00 0.00 0.202
H 2.959 3.977 0.373 0.00 0.00 0.00 0.195
H -0.584 3.324 -0.597 -0.01 -0.01 0.00 0.218
H 0.617 4.616 -0.448 0.00 0.00 0.00 0.194
H -0.151 3.952 1.000 0.01 0.00 0.00 0.202
H -0.322 -0.352 -3.061 0.00 0.01 0.00 0.220
H -1.966 -0.398 -3.723 0.00 0.00 0.01 0.194
H -1.173 -1.893 -3.208 0.01 0.00 0.00 0.200
H -3.359 -1.362 -0.355 0.00 0.00 0.00 0.223
H -2.961 -2.447 -1.687 0.00 0.00 0.01 0.205
H -3.900 -0.976 -2.000 0.02 0.00 -0.01 0.197
C 2.225 0.175 5.612 0.00 -0.01 0.02 -0.729
C 1.793 -0.127 4.255 0.00 0.01 -0.01 0.391
N 1.455 -0.366 3.188 0.02 0.00 0.02 -0.427
H 3.310 0.108 5.675 0.00 0.00 -0.01 0.270
H 1.783 -0.538 6.305 -0.01 0.00 0.00 0.270
H 1.912 1.181 5.884 0.00 0.00 0.00 0.268
```
Forces are in eV/Å.

Energy relative to the best compared isomer or geometry (same formula, charge and spin), kJ/mol: 0.0
Highest occupied orbital energy, eV: -11.5578
Charge: +1
HOMO-LUMO gap, eV: 9.662
Multiplicity: 1

---

Number 1: E -4757.2843 Eh, largest force on an atom 0.07976 hartree/bohr. Number 2: E -4611.6193 Eh, largest force on an atom 0.13733 hartree/bohr. Number 3: E -2846.6445 Eh, largest force on an atom 0.06858 hartree/bohr. Number 4: E -1858.6115 Eh, largest force on an atom 0.00327 hartree/bohr.